(1)
The molecule C4H8 at a distorted geometry, computed with ωB97M-V with the def2-TZVPD basis set.

Structure (ORCA input):
```
! RIJCOSX wB97M-V def2-TZVPD def2/J DEFGRID3
* xyz 0 1
C 0.8588 0.4690 1.0733
C -0.3399 -0.1256 0.4026
C -0.7729 0.4310 -0.9584
C -0.1423 -0.9424 -0.8185
H 0.4476 1.2163 1.7677
H 1.5277 0.8303 0.3422
H 1.4041 -0.2758 1.6950
H -1.1266 -0.4426 1.1243
H -1.8404 0.4899 -1.1495
H -0.1018 1.2197 -1.2852
H -0.7909 -1.7907 -1.0906
H 0.8767 -1.0791 -1.1029
*
```

The largest force on an atom comes out at 0.0406 Eh/bohr. Its SMILES is CC1CC1. For the energy, the calculation gives -157.16479 Ha. As for the energy relative to the best compared isomer or geometry (same formula, charge and spin): 12.0 kcal/mol.

***

(2)
The molecule C4H8 at a distorted geometry, computed with ωB97M-V with the def2-TZVPD basis set.

Structure (ORCA input):
```
! RIJCOSX wB97M-V def2-TZVPD def2/J DEFGRID3
* xyz 0 1
C -1.5360 -0.3755 1.1583
C -0.5570 0.2722 0.1593
C 0.5077 -0.3584 -0.3389
C 1.5283 0.3555 -1.1148
H -1.1016 -0.9621 1.9652
H -2.0562 0.4853 1.5764
H -2.1923 -1.0534 0.6053
H -0.7929 1.3202 0.0552
H 0.6031 -1.4185 -0.1316
H 1.3155 1.4242 -1.1279
H 1.7294 -0.0605 -2.1066
H 2.5520 0.3710 -0.7000
*
```

The largest force on an atom comes out at 0.0392 Eh/bohr. Its SMILES is C/C=C/C. For the energy, the calculation gives -157.16864 Ha. As for the energy relative to the best compared isomer or geometry (same formula, charge and spin): 9.6 kcal/mol.

***

(3)
A structure of composition C4H8AgLiO3 at a distorted geometry, computed with ωB97M-V with the def2-TZVPD basis set.

Structure (ORCA input):
```
! RIJCOSX wB97M-V def2-TZVPD def2/J DEFGRID3
* xyz 1 2
C -0.6299 -1.5118 -0.4632
C 0.6859 -1.2151 0.3563
C 0.8078 0.2177 0.6508
C 1.6588 1.0717 -0.1036
O 1.5382 2.3123 -0.1318
O -0.7155 -2.8024 -0.8506
Ag -0.1085 -5.3021 -0.9883
Li 0.1025 3.4547 0.2466
H -0.6646 -0.7701 -1.3166
H -1.4745 -1.1914 0.1870
H 1.5396 -1.5786 -0.2350
H 0.6168 -1.8105 1.2783
H 0.1624 0.7000 1.3916
H 2.4474 0.5969 -0.7160
O -1.6517 2.7780 0.1610
H -2.4822 3.2404 0.3070
H -1.8325 1.8102 0.2268
*
```

The largest force on an atom comes out at 0.0369 Eh/bohr. For the energy, the calculation gives -537.11738 Ha. As for the energy relative to the best compared isomer or geometry (same formula, charge and spin): 0.0 kcal/mol.

***

(4)
A structure of composition C4H8AlFO7P at a distorted geometry, computed with ωB97M-V with the def2-TZVPD basis set.

Structure (ORCA input):
```
! RIJCOSX wB97M-V def2-TZVPD def2/J DEFGRID3
* xyz -2 2
Al 7.6763 -27.2773 28.8597
P 6.1430 -28.7631 26.5065
O 5.6340 -28.9445 28.0036
O 6.2309 -27.2125 26.2915
O 5.4612 -29.5262 25.3906
O 7.6826 -29.0190 26.5606
F 9.7409 -26.1343 27.0117
C 6.5012 -32.1553 29.5699
C 7.7497 -32.4112 30.5599
O 7.7527 -31.6051 31.7099
C 7.8981 -30.2563 31.7398
O 8.1464 -29.5161 30.7704
O 7.6482 -29.8528 33.0437
C 7.2085 -28.4863 33.3368
H 6.5231 -32.9780 28.8552
H 6.5267 -31.1606 29.1250
H 5.5548 -32.2886 30.0939
H 8.6601 -32.1870 30.0040
H 7.7891 -33.4779 30.7810
H 7.7561 -27.7984 32.6926
H 7.6785 -28.4919 34.3202
H 6.1697 -28.2346 33.5506
*
```

The largest force on an atom comes out at 0.0796 Eh/bohr. For the energy, the calculation gives -1367.56215 Ha.

***

(5)
The molecule C4H8B2 at a distorted geometry, computed with ωB97M-V with the def2-TZVPD basis set.

Structure (ORCA input):
```
! RIJCOSX wB97M-V def2-TZVPD def2/J DEFGRID3
* xyz 0 1
B -1.0603 -1.4702 0.0946
C -1.1821 0.0778 0.1127
C -2.3581 0.6859 -0.0999
B 0.1812 0.9459 0.0334
C 1.7366 0.6120 0.2115
C 2.5056 -0.4194 -0.1060
H -0.2824 -1.9554 -0.6342
H -1.7276 -2.1710 0.7519
H -2.4544 1.7565 -0.2101
H -3.2752 0.1222 -0.2047
H -0.0084 2.0891 -0.1890
H 2.2270 1.4282 0.7435
H 2.1426 -1.2717 -0.6523
H 3.5554 -0.4298 0.1486
*
```

The largest force on an atom comes out at 0.0328 Eh/bohr. Its SMILES is BC(=C)BC=C. For the energy, the calculation gives -206.80662 Ha. As for the energy relative to the best compared isomer or geometry (same formula, charge and spin): 0.0 kcal/mol.

***

(6)
The molecule C4H8BN at a distorted geometry, computed with ωB97M-V with the def2-TZVPD basis set.

Structure (ORCA input):
```
! RIJCOSX wB97M-V def2-TZVPD def2/J DEFGRID3
* xyz 0 1
C 2.1431 0.2013 0.0532
B 0.6078 -0.0784 0.2219
C -0.3481 0.9899 0.8161
C -1.5620 0.6011 0.3971
C -1.7270 -0.6079 -0.4144
N -0.1889 -1.0593 -0.3809
H 2.8752 -0.6339 -0.0570
H 2.7354 0.8943 0.7027
H 2.2752 0.6107 -0.9931
H -0.2139 1.7918 1.4184
H -2.4379 1.1267 0.5152
H -2.3979 -1.2692 0.0503
H -1.8340 -0.5881 -1.4801
H 0.0728 -1.9790 -0.8494
*
```

The largest force on an atom comes out at 0.1041 Eh/bohr. Its SMILES is CB1C=CCN1. For the energy, the calculation gives -236.81048 Ha. As for the energy relative to the best compared isomer or geometry (same formula, charge and spin): 14.5 kcal/mol.

***

(7)
A structure of composition C4H8BO4 at a distorted geometry, computed with ωB97M-V with the def2-TZVPD basis set.

Structure (ORCA input):
```
! RIJCOSX wB97M-V def2-TZVPD def2/J DEFGRID3
* xyz -1 1
B 0.0095 -0.1959 -0.4828
C 1.7121 1.8022 0.9127
C -1.2276 -1.4810 1.4840
C 1.6058 0.2246 0.6776
C -0.2733 -1.4827 0.3341
O 1.0485 2.6871 0.3741
O 2.7792 1.9006 1.5916
O 0.7736 -0.2272 -1.6961
O -0.9718 0.8258 -0.3495
H -1.7123 -2.4980 1.5021
H -1.8724 -0.6660 1.4647
H -0.6163 -1.5343 2.3365
H 2.1728 -0.2896 -0.0729
H 1.5933 -0.2470 1.7473
H 0.4335 -2.3319 0.2750
H 1.0390 0.6859 -1.6492
H -0.6120 1.7008 -0.4198
*
```

The largest force on an atom comes out at 0.0797 Eh/bohr. For the energy, the calculation gives -483.07405 Ha. As for the energy relative to the best compared isomer or geometry (same formula, charge and spin): 75.2 kcal/mol.

***

(8)
A structure of composition C4H8Br3O4P at a distorted geometry, computed with ωB97M-V with the def2-TZVPD basis set.

Structure (ORCA input):
```
! RIJCOSX wB97M-V def2-TZVPD def2/J DEFGRID3
* xyz 0 1
C -2.4928 -1.0189 0.7315
C -0.8743 2.0138 -1.3571
C 0.7818 -0.7668 1.1876
C 2.7825 0.3095 0.3449
O 0.4852 -0.7361 -1.5976
O 1.1832 -1.9980 1.0668
O -1.5083 -1.1106 -0.3358
O -0.5895 1.2919 -0.2069
P -0.2001 -0.2799 -0.3860
Br 2.4826 1.3684 -1.2157
Br 3.4979 1.3385 1.7666
Br 3.9349 -1.1558 -0.0381
H -2.3754 -0.0133 1.1363
H -2.2722 -1.8730 1.3847
H -3.5781 -1.2193 0.2682
H -0.0474 2.1761 -1.9091
H -1.3532 2.9754 -1.0810
H -1.6317 1.5744 -2.1566
H 0.7964 -0.3583 2.2244
H 0.9784 -2.5179 0.1729
*
```

The largest force on an atom comes out at 0.0975 Eh/bohr. For the energy, the calculation gives -8521.48831 Ha. As for the energy relative to the best compared isomer or geometry (same formula, charge and spin): 0.0 kcal/mol.

***

(9)
The ion C4H8BrFN with charge +1 at a distorted geometry, computed with ωB97M-V with the def2-TZVPD basis set.

Structure (ORCA input):
```
! RIJCOSX wB97M-V def2-TZVPD def2/J DEFGRID3
* xyz 1 1
C 0.8862 -1.3801 -0.4044
C -0.3029 0.5041 0.4862
C -0.5370 -0.8694 -0.0852
C 1.6969 -0.0492 -0.6381
N -1.3985 1.4511 0.3124
F -1.2107 -1.7238 0.7444
Br 3.2325 0.3455 0.1703
H 1.3242 -1.9121 0.4437
H 0.9396 -2.1559 -1.1081
H 0.1634 0.5038 1.5247
H -1.2163 -0.7177 -0.9482
H 1.3644 0.7999 -1.4276
H -1.1837 2.4185 0.6889
H -2.3287 1.0995 0.9032
H -1.4292 1.6855 -0.6624
*
```

The largest force on an atom comes out at 0.1047 Eh/bohr. For the energy, the calculation gives -2885.43707 Ha. As for the energy relative to the best compared isomer or geometry (same formula, charge and spin): 60.7 kcal/mol.